No. 1
85
Properties=species:S:1:pos:R:3:forces:R:3:lowdin_charge:R:1 method="wB97M-V/def2-TZVPD" spin_multiplicity=4 relative_energy_ev=6.1597 homo_lumo_gap_ev="3.8139 / 4.0893" charge=+2
Re 0.442021 -1.495594 -1.060450 -0.13 3.49 -4.15 1.33
C -0.509632 -2.997198 0.145801 -0.62 -0.73 0.75 -0.32
C 0.738865 -3.422238 -0.417106 -0.08 -1.87 0.90 -0.38
C 1.130470 -1.605212 0.975746 0.05 -0.32 1.71 -0.28
C -0.278762 -1.843107 0.939264 0.01 -0.58 1.86 -0.31
C 1.764886 -2.614580 0.182190 0.84 0.06 0.65 -0.30
C -1.764910 -3.789134 0.148499 -0.65 -0.24 -0.29 0.01
H -1.753548 -4.578954 -0.604308 0.01 0.10 0.04 0.09
H -2.667014 -3.194810 -0.013072 0.08 0.04 0.05 0.09
H -1.885753 -4.284753 1.124810 0.15 0.20 -0.20 0.12
C -1.298013 -1.165563 1.807960 0.13 1.00 -0.19 0.01
H -1.989320 -1.849046 2.297234 0.04 -0.19 -0.18 0.11
H -1.877388 -0.458952 1.177488 -0.07 -0.43 0.68 0.01
H -0.830654 -0.530173 2.579033 -0.11 -0.32 -0.38 0.10
C 1.795859 -0.556094 1.819995 -0.19 0.92 -0.25 0.03
H 1.262440 -0.300064 2.752040 0.06 -0.49 -0.42 0.10
H 1.782758 0.390350 1.253067 0.25 -0.40 0.52 0.05
H 2.822862 -0.803306 2.091439 -0.07 -0.09 -0.19 0.11
C 3.222025 -2.936782 0.166265 0.42 0.17 -0.42 0.01
H 3.469864 -3.510749 1.059988 -0.16 -0.08 0.08 0.12
H 3.871719 -2.057579 0.179246 -0.20 -0.16 0.04 0.07
H 3.492854 -3.557308 -0.696389 -0.04 0.18 0.17 0.10
C 0.941615 -4.694899 -1.173637 -0.01 -0.02 -0.39 0.00
H 1.093920 -5.559583 -0.502797 -0.06 0.43 -0.25 0.12
H 1.809992 -4.592637 -1.831660 -0.11 -0.25 0.07 0.09
H 0.061030 -4.875828 -1.801828 0.28 -0.18 0.10 0.09
C -1.419609 -0.030712 -3.968167 -0.47 -0.49 -0.52 -0.12
C -1.191248 -1.351032 -3.791404 -0.38 0.02 -0.29 -0.13
C -0.365198 -2.143439 -4.774163 1.09 -0.27 -0.02 -0.14
C 1.140892 -1.718026 -4.717980 0.03 -0.96 -0.43 -0.15
C 1.427036 -1.075530 -3.399890 0.61 -0.93 -0.05 -0.19
C 1.605339 0.369192 -3.338267 -0.38 2.86 -0.16 -0.42
C 0.821863 1.236029 -4.397405 0.52 -0.35 -0.16 -0.15
C -0.620820 0.886054 -4.847380 -0.47 0.51 -0.11 -0.16
H -0.702158 -2.027124 -5.815490 -0.26 0.12 0.44 0.13
H 1.445817 -1.085904 -5.576237 -0.37 -0.06 0.64 0.13
H -0.440589 -3.217830 -4.553336 0.01 0.36 0.04 0.12
H -0.637750 0.538523 -5.889066 0.19 -0.17 0.21 0.13
H -2.381759 0.396260 -3.688872 0.45 -0.05 0.82 0.11
H -1.762560 -1.927652 -3.053184 -0.28 0.17 -0.70 0.09
H -1.160968 1.845282 -4.880763 0.09 -0.33 -0.11 0.13
H 0.864478 2.300281 -4.098921 0.05 -0.56 0.08 0.13
H 2.613927 0.773501 -3.486871 0.18 -0.76 -0.45 0.11
H 1.441213 1.181709 -5.302140 -0.07 0.12 0.21 0.12
H 1.749321 -2.634638 -4.838444 -0.17 0.42 0.18 0.13
H 1.871766 -1.789180 -2.641206 0.11 0.65 -0.39 0.09
P -1.745728 0.998855 -0.475718 -0.85 2.00 -1.89 1.04
C -2.789005 2.465512 -0.425845 0.34 0.08 0.32 -0.20
C -2.901687 -0.291973 -1.181212 0.06 -0.21 0.06 -0.22
P 1.515618 0.769470 -1.475416 1.67 -2.11 0.37 0.86
C -0.372540 1.535558 -1.521448 -1.45 -0.13 0.24 -0.39
C 3.415796 0.015318 -1.430221 0.44 -0.51 0.24 -0.16
C 2.058915 2.072583 -0.312761 -0.19 0.78 -0.24 -0.21
H -2.629435 2.909582 0.641210 -0.28 0.40 -0.62 0.02
H -3.860256 2.251800 -0.578400 0.55 -0.17 0.09 0.08
H -2.379790 3.193676 -1.164195 -0.49 -0.49 0.68 0.08
H -3.399274 0.105934 -2.082850 0.32 -0.01 0.48 0.06
H -3.711805 -0.510372 -0.453469 0.67 0.23 -0.14 0.09
H -2.386094 -1.222852 -1.438790 -0.24 0.16 0.27 -0.01
H 2.235593 2.974395 -0.905833 -0.01 0.19 0.29 0.08
H 2.977830 1.781791 0.195347 -0.18 0.18 -0.29 0.05
H 1.271876 2.240203 0.434964 -0.03 0.18 -0.26 0.03
H -0.165011 2.586057 -1.268582 -0.14 -0.44 0.46 0.08
H -0.721760 1.482082 -2.561085 0.52 -0.55 0.44 0.03
H 3.901127 0.256955 -0.470428 -0.41 -0.20 -0.35 0.04
H 4.024527 0.490499 -2.233406 -0.59 -0.07 0.49 0.07
H 3.490480 -1.077506 -1.567421 -0.11 0.67 -0.11 0.02
O -2.226306 3.625708 1.910320 1.99 -1.45 0.21 -0.01
C -1.226168 2.959000 2.372484 -2.33 2.13 1.11 -0.55
O -0.406988 2.211219 1.792000 -0.20 -0.63 -1.56 -0.04
C -1.079412 3.090872 3.860606 0.68 0.10 1.84 -0.10
C -2.128312 3.410695 4.738969 -0.40 -0.19 0.62 0.10
C -1.988821 3.292047 6.152312 2.09 -0.49 -1.92 -0.10
C -0.734349 2.947697 6.692007 -0.19 -0.34 -0.20 0.12
C 0.329824 2.632808 5.825649 -2.35 0.98 -1.10 -0.11
C 0.152447 2.773794 4.433066 0.33 -0.68 0.68 0.07
N 1.504804 1.983943 6.321417 2.57 -1.04 1.85 -0.32
O 1.604569 1.785830 7.553392 -0.43 0.53 -2.67 0.09
O 2.371820 1.621648 5.500709 -1.48 0.58 1.06 0.05
N -3.156513 3.300909 7.001646 -2.60 0.46 1.87 -0.31
O -4.273633 3.404904 6.442609 2.41 -0.23 0.99 0.07
O -3.007341 3.189042 8.239695 0.01 0.21 -2.82 0.09
H -3.092459 3.709429 4.344253 0.03 -0.18 0.00 0.13
H -0.609308 2.848673 7.761597 -0.07 -0.12 -0.01 0.13
H 0.989570 2.542261 3.793232 0.03 -0.12 -0.03 0.12

***

No. 2
41
Properties=species:S:1:pos:R:3:forces:R:3:lowdin_charge:R:1 method="wB97M-V/def2-TZVPD" spin_multiplicity=1 homo_lumo_gap_ev=7.4558 charge=0
O 6.068347 3.033588 -1.359614 0.16 0.00 -0.16 0.12
C 5.307576 2.285244 -0.819007 0.21 -0.04 -0.08 -0.53
O 4.370208 2.674710 0.045700 -0.55 0.08 0.37 0.12
H 4.414380 3.633909 0.185572 0.21 -0.14 -0.20 0.14
C 5.278418 0.781260 -1.060903 0.09 0.16 -0.31 -0.06
N 4.432597 0.084475 -0.128714 0.18 0.00 -0.16 -0.11
C 4.802900 -0.096716 1.168587 0.05 -0.17 0.40 -1.10
S 6.245152 0.331535 1.795823 -0.05 -0.04 0.15 0.70
S 3.506688 -0.870582 2.052553 0.26 0.12 -0.13 1.03
C 2.470462 -0.936273 0.622816 -0.65 -0.37 0.65 -0.39
C 1.203008 -1.392179 0.737234 0.82 0.31 0.13 -0.02
C 0.186934 -1.593479 -0.265145 -0.62 -0.01 -0.25 -0.13
C 0.459591 -1.942689 -1.588480 -0.08 -0.03 0.19 -0.01
C -0.561858 -2.181523 -2.484727 -0.11 -0.03 -0.12 -0.07
C -1.879681 -2.067786 -2.074266 0.18 -0.01 0.01 -0.06
C -2.182694 -1.729448 -0.766623 -0.17 -0.02 0.25 -0.01
C -1.165148 -1.501454 0.149705 0.36 -0.06 -0.43 -0.21
O -1.362629 -1.161761 1.450420 0.23 0.02 -0.05 -0.05
C -2.680018 -1.007882 1.932922 -0.32 0.00 0.30 -0.14
C -3.414816 0.169628 1.336788 0.10 -0.05 -0.01 -0.22
C -4.802835 0.167731 1.273119 0.26 0.02 0.01 -0.04
C -5.484154 1.248155 0.744011 -0.03 0.24 -0.10 0.00
C -4.756762 2.326425 0.272815 0.04 -0.13 0.07 -0.28
C -3.375416 2.353222 0.323608 -0.19 0.10 -0.04 0.01
C -2.709467 1.268656 0.863856 -0.10 -0.10 0.08 -0.01
H -1.631132 1.272397 0.914970 0.10 0.00 -0.03 0.13
H -2.839474 3.209905 -0.052266 0.03 0.11 -0.05 0.12
F -5.415009 3.379688 -0.250598 0.04 -0.06 0.02 0.06
H -6.560953 1.261585 0.689211 -0.11 0.03 -0.02 0.12
H -5.356240 -0.683943 1.641094 -0.08 -0.11 0.02 0.12
H -3.256384 -1.932006 1.791499 0.07 0.09 0.00 0.13
H -2.551411 -0.849334 3.010096 -0.04 -0.12 -0.17 0.14
H -3.216391 -1.639490 -0.473520 -0.06 0.02 0.04 0.11
H -2.683916 -2.243365 -2.772695 -0.07 -0.01 -0.06 0.11
H -0.331915 -2.454870 -3.502389 0.03 -0.02 -0.10 0.10
H 1.483486 -2.040978 -1.904600 0.05 0.00 -0.01 0.11
H 0.876727 -1.627536 1.744159 0.06 -0.04 0.06 0.12
C 3.169842 -0.343245 -0.519450 -0.17 0.04 -0.55 -0.42
O 2.768709 -0.195097 -1.651478 -0.02 0.02 0.07 0.11
H 4.870268 0.606549 -2.062983 0.10 0.07 0.20 0.14
H 6.303028 0.402970 -1.009106 -0.19 0.11 0.01 0.13

***

| no. | E (eV) | M (g/mol) |
| --- | --- | --- |
| 1 | -67764.457 | 776.845 |
| 2 | -53998.795 | 403.456 |